[1]
{"formula": "H20O10", "method": "the ωB97M-V functional and the def2-TZVPD basis", "symbols": ["O", "H", "H", "O", "H", "H", "O", "H", "H", "O", "H", "H", "O", "H", "H", "O", "H", "H", "O", "H", "H", "O", "H", "H", "O", "H", "H", "O", "H", "H"], "coordinates": [[18.708, -8.122, -3.300], [18.536, -8.968, -3.712], [19.144, -7.608, -3.980], [14.356, -6.320, -2.068], [14.460, -5.368, -2.081], [13.417, -6.457, -1.943], [13.384, -10.495, -0.875], [14.296, -10.223, -0.977], [13.418, -11.213, -0.242], [15.486, -9.303, -2.384], [15.231, -8.450, -2.737], [15.990, -9.713, -3.087], [17.013, -10.668, -4.084], [17.132, -10.579, -5.030], [16.802, -11.593, -3.955], [18.103, -8.699, -0.708], [17.192, -8.648, -0.998], [18.617, -8.562, -1.504], [18.532, -11.407, -1.435], [17.629, -11.645, -1.646], [18.495, -10.470, -1.241], [15.791, -6.723, -4.300], [15.244, -6.807, -3.519], [15.168, -6.658, -5.024], [13.381, -7.901, -5.488], [12.745, -7.221, -5.708], [13.047, -8.288, -4.679], [12.694, -9.220, -3.130], [13.038, -9.893, -2.543], [12.138, -8.676, -2.571]], "e_homo_ev": [-14.4, -13.9], "multiplicity": 2, "charge": 1, "max_force_ev_per_a": 1.52}

[2]
{"formula": "C2H9N2O", "method": "the ωB97M-V functional and the def2-TZVPD basis", "symbols": ["C", "N", "C", "N", "H", "H", "H", "H", "H", "H", "H", "H", "H", "O"], "coordinates": [[-1.266, -1.407, -1.673], [-0.120, 0.413, 1.282], [-0.916, -0.057, 0.340], [-0.486, -0.532, -0.792], [-2.280, -1.014, -1.789], [-0.780, -1.508, -2.634], [-1.429, -2.372, -1.198], [0.858, 0.303, 1.143], [-0.646, 0.768, 2.060], [-1.944, -0.343, 0.533], [0.468, -0.376, -1.092], [2.462, 2.565, 1.719], [3.515, 1.705, 1.029], [2.564, 1.856, 1.073]], "e_homo_ev": -15.2, "charge": 1, "max_force_ev_per_a": 2.83}

[3]
{"formula": "C5H5NO", "method": "the ωB97M-V functional and the def2-TZVPD basis", "symbols": ["O", "C", "C", "C", "C", "C", "N", "H", "H", "H", "H", "H"], "coordinates": [[0.243, -0.324, 2.296], [1.035, -0.263, 1.437], [2.079, -0.281, 0.650], [2.419, -0.020, -0.607], [-0.750, 0.593, -0.713], [-1.871, -0.462, -0.427], [-1.793, 0.897, -0.022], [3.440, -0.151, -0.963], [1.668, 0.337, -1.316], [-1.688, -1.229, 0.327], [-2.579, -0.713, -1.216], [-2.205, 1.618, 0.554]], "e_homo_ev": -8.8, "charge": 0, "max_force_ev_per_a": 0.69}

[4]
{"formula": "InO12S3", "method": "the ωB97M-V functional and the def2-TZVPD basis", "symbols": ["In", "S", "O", "O", "O", "O", "S", "O", "O", "O", "O", "S", "O", "O", "O", "O"], "coordinates": [[10.335, 2.870, -23.145], [7.276, 0.942, -22.770], [6.214, 1.625, -22.042], [8.532, 0.914, -22.035], [6.873, -0.365, -23.296], [7.461, 1.764, -24.003], [10.397, 0.682, -25.749], [9.111, -0.012, -25.981], [10.076, 2.132, -25.803], [10.946, 0.459, -24.403], [11.394, 0.283, -26.739], [8.033, 5.141, -22.302], [6.613, 5.009, -21.980], [8.207, 4.464, -23.620], [8.495, 6.522, -22.331], [8.919, 4.426, -21.353]], "e_homo_ev": 0.9, "charge": -3, "max_force_ev_per_a": 1.65}

[5]
{"formula": "C6H10O2", "method": "the ωB97M-V functional and the def2-TZVPD basis", "symbols": ["C", "C", "C", "C", "C", "C", "O", "O", "H", "H", "H", "H", "H", "H", "H", "H", "H", "H"], "coordinates": [[0.592, 0.465, 0.475], [-0.553, -1.409, -0.245], [-0.423, -0.508, 0.976], [0.737, 1.813, 1.082], [-1.647, -0.987, -1.222], [1.252, -0.099, -0.547], [2.290, 0.466, -1.229], [0.781, -1.324, -0.952], [2.554, 1.274, -0.766], [-0.672, -2.461, 0.030], [-0.026, -1.054, 1.839], [-1.370, -0.040, 1.258], [1.250, 1.754, 2.046], [1.294, 2.495, 0.432], [-0.247, 2.267, 1.244], [-2.481, -1.695, -1.181], [-2.051, 0.003, -0.986], [-1.280, -0.960, -2.253]], "e_homo_ev": -7.8, "smiles": "CC1=C(O)O[C@H](C)C1", "charge": 0, "max_force_ev_per_a": 1.20}

[6]
{"formula": "C8H20F6KN3O16S6", "method": "the ωB97M-V functional and the def2-TZVPD basis", "symbols": ["K", "N", "S", "O", "O", "F", "S", "O", "O", "F", "N", "S", "O", "O", "F", "S", "O", "O", "F", "N", "S", "O", "O", "F", "S", "O", "O", "F", "C", "O", "C", "C", "O", "C", "H", "H", "H", "H", "H", "H", "H", "H", "H", "H", "C", "O", "C", "C", "O", "C", "H", "H", "H", "H", "H", "H", "H", "H", "H", "H"], "coordinates": [[1.163, -0.406, -0.430], [3.039, 0.552, 1.119], [2.926, 1.485, 2.340], [2.350, 2.840, 2.270], [4.195, 1.343, 3.139], [1.938, 0.613, 3.258], [4.128, 1.460, 0.192], [5.482, 0.927, 0.338], [3.991, 2.914, 0.018], [3.591, 0.843, -1.257], [2.587, -2.727, -0.182], [3.494, -2.750, -1.617], [3.032, -1.834, -2.660], [4.131, -4.047, -1.976], [4.766, -1.988, -1.028], [1.876, -4.040, -0.327], [2.499, -5.304, 0.113], [1.156, -4.093, -1.570], [0.711, -3.844, 0.810], [-0.368, -1.804, 4.652], [-1.032, -1.141, 3.277], [-2.420, -1.410, 3.124], [-0.125, -0.984, 2.136], [-1.048, 0.393, 3.841], [0.255, -3.003, 3.924], [1.578, -2.827, 3.322], [-0.655, -3.885, 3.252], [0.538, -3.905, 5.208], [-3.857, 3.853, -1.132], [-3.107, 2.889, -0.378], [-2.254, 3.515, 0.527], [-0.997, 2.691, 1.000], [-0.139, 2.179, 0.030], [0.250, 3.036, -1.103], [-4.632, 4.153, -0.427], [-4.317, 3.522, -2.064], [-3.379, 4.833, -1.143], [-2.709, 4.060, 1.353], [-1.695, 4.296, 0.012], [-1.233, 1.739, 1.476], [-0.345, 3.212, 1.700], [0.605, 4.005, -0.750], [-0.485, 3.199, -1.891], [1.033, 2.518, -1.656], [-2.551, -2.707, 0.086], [-1.926, -1.568, -0.572], [-2.430, -1.311, -1.924], [-2.047, 0.107, -2.412], [-0.625, 0.229, -2.283], [0.202, -0.055, -3.427], [-3.621, -2.739, 0.293], [-1.997, -2.822, 1.018], [-2.295, -3.606, -0.475], [-3.516, -1.391, -1.957], [-2.075, -2.000, -2.689], [-2.584, 0.887, -1.872], [-2.313, 0.165, -3.467], [0.381, -1.127, -3.513], [1.136, 0.496, -3.322], [-0.255, 0.364, -4.323]], "e_homo_ev": -4.5, "charge": -2, "max_force_ev_per_a": 8.24}

[7]
{"formula": "C24H29N3O6S", "method": "the ωB97M-V functional and the def2-TZVPD basis", "symbols": ["C", "C", "H", "H", "O", "C", "C", "C", "C", "C", "C", "O", "C", "C", "H", "H", "H", "H", "H", "H", "C", "O", "N", "C", "S", "N", "H", "C", "C", "C", "C", "C", "C", "C", "H", "H", "C", "O", "N", "H", "C", "H", "H", "C", "O", "C", "H", "H", "H", "O", "C", "H", "H", "H", "H", "H", "H", "H", "H", "H", "H", "H", "H"], "coordinates": [[-7.846, 0.030, -1.255], [-6.847, -1.048, -1.664], [-6.242, -0.727, -2.520], [-7.383, -1.958, -1.949], [-6.021, -1.460, -0.591], [-4.979, -0.694, -0.178], [-4.592, 0.482, -0.805], [-3.531, 1.240, -0.320], [-2.833, 0.822, 0.813], [-3.202, -0.373, 1.426], [-4.251, -1.145, 0.957], [-4.531, -2.249, 1.699], [-5.051, -3.431, 1.110], [-4.136, -4.000, 0.032], [-4.086, -3.330, -0.822], [-4.518, -4.961, -0.300], [-3.132, -4.135, 0.428], [-6.055, -3.263, 0.710], [-5.116, -4.124, 1.953], [-2.661, -0.701, 2.298], [-1.734, 1.628, 1.338], [-1.073, 1.344, 2.312], [-1.475, 2.812, 0.637], [-2.148, 3.213, -0.480], [-1.827, 4.601, -1.314], [-3.152, 2.413, -0.926], [-3.639, 2.740, -1.750], [-0.398, 3.636, 1.169], [0.956, 3.047, 0.876], [1.894, 2.897, 1.888], [3.146, 2.387, 1.608], [3.478, 1.993, 0.316], [2.537, 2.140, -0.699], [1.291, 2.668, -0.419], [0.577, 2.801, -1.219], [2.785, 1.879, -1.718], [4.852, 1.472, 0.072], [5.811, 1.820, 0.735], [4.965, 0.607, -0.973], [4.139, 0.150, -1.325], [6.214, -0.060, -1.236], [6.287, -0.304, -2.297], [7.018, 0.619, -0.946], [6.334, -1.366, -0.427], [7.585, -1.984, -0.606], [8.607, -1.505, 0.235], [8.850, -0.459, 0.025], [9.477, -2.127, 0.032], [8.325, -1.597, 1.290], [5.329, -2.214, -0.886], [5.212, -3.418, -0.156], [4.981, -3.213, 0.896], [6.132, -4.004, -0.218], [4.392, -3.968, -0.612], [6.187, -1.142, 0.652], [3.888, 2.284, 2.385], [1.641, 3.184, 2.898], [-0.542, 3.714, 2.249], [-0.486, 4.625, 0.710], [-5.117, 0.842, -1.675], [-7.339, 0.935, -0.931], [-8.459, -0.330, -0.433], [-8.490, 0.268, -2.097]], "e_homo_ev": -8.1, "smiles": "CCOc1cc2[nH]c(=S)n(Cc3ccc(C(=O)NCC(OC)OC)cc3)c(=O)c2cc1OCC", "charge": 0, "max_force_ev_per_a": 0.87}

[8]
{"formula": "C37H76O20Zn", "method": "the ωB97M-V functional and the def2-TZVPD basis", "symbols": ["Zn", "O", "H", "C", "O", "H", "H", "H", "C", "O", "C", "O", "O", "C", "H", "H", "H", "H", "H", "H", "C", "O", "C", "O", "O", "C", "H", "H", "H", "H", "H", "H", "C", "O", "C", "O", "O", "C", "H", "H", "H", "H", "H", "H", "C", "C", "O", "C", "H", "H", "H", "H", "H", "H", "C", "C", "O", "C", "H", "H", "H", "H", "H", "H", "C", "C", "O", "C", "H", "H", "H", "H", "H", "H", "C", "C", "O", "C", "H", "H", "H", "H", "H", "H", "C", "C", "O", "C", "H", "H", "H", "H", "H", "H", "C", "C", "O", "C", "H", "H", "H", "H", "H", "H", "C", "C", "O", "C", "H", "H", "H", "H", "H", "H", "C", "C", "O", "C", "H", "H", "H", "H", "H", "H", "C", "C", "O", "C", "H", "H", "H", "H", "H", "H"], "coordinates": [[0.736, 1.559, -3.195], [1.061, 1.854, -5.101], [1.522, 1.581, -5.917], [0.445, 0.227, -0.185], [0.357, 1.252, -1.126], [1.354, 0.212, 0.416], [-0.335, 0.337, 0.568], [0.381, -0.773, -0.613], [2.053, 3.331, 1.008], [3.411, 3.518, 1.309], [3.719, 4.159, 2.366], [2.929, 4.500, 3.238], [5.046, 4.254, 2.408], [5.735, 4.844, 3.523], [1.400, 2.787, 1.691], [2.053, 2.708, 0.114], [1.573, 4.243, 0.652], [6.812, 4.780, 3.372], [5.349, 4.281, 4.373], [5.334, 5.857, 3.503], [-3.146, 0.989, -1.695], [-3.024, -0.228, -2.458], [-1.979, -0.329, -3.310], [-1.124, 0.521, -3.524], [-1.989, -1.474, -3.929], [-2.907, -2.521, -3.699], [-3.347, 1.845, -2.339], [-2.308, 1.190, -1.028], [-3.986, 0.896, -1.007], [-2.781, -3.302, -4.449], [-3.923, -2.232, -3.968], [-2.982, -2.818, -2.653], [-3.733, -4.975, -1.088], [-3.003, -3.949, -0.403], [-3.658, -2.942, 0.183], [-4.864, -2.716, 0.005], [-2.893, -2.399, 1.136], [-3.387, -1.377, 1.952], [-3.896, -4.608, -2.101], [-4.717, -5.152, -0.652], [-3.228, -5.934, -1.201], [-2.630, -1.123, 2.694], [-4.275, -1.756, 2.458], [-3.672, -0.522, 1.338], [0.869, -6.331, -2.708], [-0.424, -6.160, -3.399], [-1.118, -5.115, -3.304], [-0.870, -7.331, -4.372], [1.114, -5.327, -2.363], [1.615, -6.431, -3.497], [0.888, -7.134, -1.971], [-0.084, -7.532, -5.100], [-1.860, -7.073, -4.748], [-0.943, -8.202, -3.721], [-3.556, 3.965, 3.149], [-2.937, 2.719, 2.481], [-3.501, 1.657, 2.483], [-1.502, 2.852, 1.973], [-4.549, 3.791, 3.565], [-3.473, 4.792, 2.445], [-2.838, 4.301, 3.897], [-1.609, 3.171, 0.937], [-0.894, 1.951, 1.901], [-1.021, 3.664, 2.518], [2.652, -2.406, -2.568], [2.053, -1.397, -3.531], [1.884, -0.262, -3.166], [1.704, -1.879, -4.909], [3.302, -3.124, -3.067], [1.814, -2.908, -2.084], [3.261, -1.966, -1.778], [1.071, -1.136, -5.396], [1.194, -2.833, -4.774], [2.579, -2.021, -5.544], [-0.540, 5.032, -1.609], [-0.956, 4.304, -2.806], [-0.285, 3.370, -3.199], [-2.311, 4.612, -3.353], [-1.117, 4.784, -0.719], [-0.615, 6.093, -1.848], [0.499, 4.799, -1.376], [-2.475, 4.516, -4.426], [-2.612, 5.632, -3.114], [-3.075, 4.042, -2.824], [4.068, 3.382, -4.291], [3.157, 3.503, -3.100], [2.471, 2.592, -2.657], [3.120, 4.916, -2.494], [5.086, 3.377, -3.902], [4.005, 4.275, -4.912], [3.856, 2.454, -4.822], [2.161, 5.392, -2.703], [3.926, 5.525, -2.903], [3.169, 4.864, -1.406], [4.375, 0.574, 0.435], [5.018, -0.851, 0.687], [5.668, -1.503, -0.126], [4.848, -1.404, 2.028], [4.103, 0.608, -0.620], [5.058, 1.399, 0.638], [3.474, 0.709, 1.033], [5.609, -2.151, 2.253], [3.838, -1.813, 2.028], [4.891, -0.548, 2.700], [2.073, 1.089, 4.240], [1.177, 0.135, 4.959], [0.947, 0.162, 6.147], [0.460, -0.963, 4.134], [2.531, 1.751, 4.975], [1.431, 1.704, 3.609], [2.860, 0.583, 3.681], [0.171, -0.557, 3.165], [-0.392, -1.306, 4.722], [1.034, -1.875, 3.970], [-4.265, -0.566, 4.954], [-4.758, 0.454, 5.888], [-4.551, 0.413, 7.133], [-5.505, 1.671, 5.358], [-3.764, -1.363, 5.503], [-3.476, -0.091, 4.373], [-5.099, -0.953, 4.368], [-4.736, 2.423, 5.180], [-6.091, 2.160, 6.137], [-6.007, 1.380, 4.435], [0.310, -4.180, 0.243], [0.320, -4.330, 1.760], [1.198, -3.741, 2.326], [-0.702, -5.123, 2.549], [-0.005, -5.056, -0.325], [1.286, -3.868, -0.128], [-0.387, -3.400, -0.063], [-0.659, -4.835, 3.599], [-0.441, -6.168, 2.384], [-1.681, -4.921, 2.114]], "e_homo_ev": -7.4, "charge": 0, "max_force_ev_per_a": 4.94}